1.
The ion C6H9N6O with charge +1 in a non-equilibrium geometry, computed with wB97M-V/def2-TZVPD.

```
22
Properties=species:S:1:pos:R:3:nbo_charge:R:1
C 0.530 -0.684 -2.567 -0.290
O -0.181 -1.463 -1.566 -0.348
N -0.419 -0.752 -0.451 -0.094
C -1.582 0.026 -0.353 0.628
N -2.527 -0.093 -1.288 -0.737
N -1.725 0.951 0.630 -0.533
C -0.689 1.171 1.454 0.486
N -0.824 2.116 2.323 -0.684
C 0.547 0.447 1.367 -0.050
N 1.733 0.436 2.080 -0.408
C 2.397 -0.585 1.652 0.225
N 1.844 -1.181 0.562 -0.538
C 0.630 -0.535 0.433 0.330
H 1.088 0.113 -2.075 0.205
H -0.282 -0.459 -3.363 0.208
H 1.279 -1.327 -3.037 0.220
H -3.377 0.450 -1.169 0.439
H -2.390 -0.553 -2.106 0.413
H 0.005 2.379 2.872 0.425
H -1.645 2.517 2.560 0.417
H 3.371 -0.889 1.917 0.220
H 2.218 -2.084 0.123 0.467
```

The energy above the lowest of the compared OMol25 structures with the same formula, charge and spin is 0.0 kcal per mole. The LUMO energy comes out at -3.13 eV. As for the highest occupied orbital energy: -12.761 eV. The calculation puts the strongest force on any atom at 0.087 Eh/bohr. The net charge is +1.

***

2.
A structure of composition C28H23BrN6O4SZr, computed with wB97M-V/def2-TZVPD.

```
64
Properties=species:S:1:pos:R:3:nbo_charge:R:1
Zr 0.073 -0.294 -0.287 2.233
N 0.953 2.625 -3.842 -0.796
C 0.953 1.656 -2.886 0.304
S 0.295 2.089 -1.331 -0.340
N 1.521 0.535 -3.196 -0.433
N 1.467 -0.447 -2.210 -0.382
C 2.239 -1.437 -2.486 0.152
C 2.341 -2.676 -1.739 -0.225
C 3.411 -3.541 -1.989 -0.142
C 3.511 -4.757 -1.347 -0.266
C 2.504 -5.136 -0.456 -0.168
C 1.427 -4.307 -0.213 -0.295
C 1.336 -3.060 -0.839 0.439
O 0.304 -2.270 -0.597 -0.824
H 0.762 3.565 -3.549 0.398
H 1.554 2.487 -4.637 0.397
H 2.867 -1.332 -3.369 0.199
H 4.168 -3.235 -2.702 0.210
H 4.349 -5.413 -1.539 0.216
H 2.563 -6.093 0.046 0.214
H 0.636 -4.594 0.467 0.225
C 3.079 -2.050 2.881 -0.249
O 2.708 -0.805 3.476 -0.537
C 1.387 -0.720 3.839 0.287
C 1.055 -0.605 5.169 -0.232
C -0.278 -0.439 5.562 -0.251
C -1.258 -0.385 4.601 -0.168
C -0.942 -0.481 3.237 -0.206
C -2.013 -0.373 2.272 0.182
N -1.867 -0.282 0.998 -0.417
N -3.072 -0.241 0.293 -0.408
C -2.839 -0.319 -0.982 0.573
O -1.632 -0.416 -1.464 -0.802
C -3.973 -0.309 -1.929 -0.061
C -5.290 -0.328 -1.477 -0.178
C -6.331 -0.318 -2.389 -0.223
C -6.066 -0.287 -3.753 -0.197
C -4.754 -0.268 -4.205 -0.220
C -3.708 -0.280 -3.295 -0.180
C 0.392 -0.663 2.836 0.330
O 0.752 -0.751 1.579 -0.838
H 4.142 -1.983 2.660 0.193
H 2.527 -2.232 1.959 0.197
H 2.904 -2.873 3.579 0.171
H 1.853 -0.642 5.900 0.225
H -0.529 -0.356 6.610 0.218
H -2.297 -0.256 4.881 0.213
H -3.035 -0.369 2.647 0.202
H -5.479 -0.352 -0.413 0.231
H -7.355 -0.336 -2.038 0.212
H -6.883 -0.280 -4.464 0.212
H -4.545 -0.243 -5.266 0.214
H -2.678 -0.267 -3.625 0.235
Br 3.138 1.055 0.502 0.150
C 1.975 1.942 1.719 0.187
C 2.515 2.607 2.804 -0.263
C 1.634 3.223 3.676 -0.147
C 0.273 3.162 3.421 -0.243
C -0.157 2.472 2.303 0.058
N 0.680 1.854 1.466 -0.493
H 3.584 2.622 2.956 0.241
H 2.010 3.745 4.546 0.226
H -0.446 3.631 4.078 0.229
H -1.209 2.397 2.055 0.212
```

The energy above the lowest of the compared OMol25 structures with the same formula, charge and spin is 10.2 kcal per mole. The LUMO energy comes out at -0.40 eV. As for the highest occupied orbital energy: -7.690 eV. The calculation puts the strongest force on any atom at 0.009 Eh/bohr.

***

3.
The molecule CH2O2S in a non-equilibrium geometry, computed with wB97M-V/def2-TZVPD.

```
6
Properties=species:S:1:pos:R:3:nbo_charge:R:1
C -0.973 -0.566 0.660 -0.458
O -0.973 -0.145 -0.829 -0.672
O 1.149 0.903 -0.147 -0.875
S -0.437 0.948 0.181 1.352
H -0.154 -1.173 0.717 0.144
H 1.388 0.033 -0.583 0.509
```

The energy above the lowest of the compared OMol25 structures with the same formula, charge and spin is 117.2 kcal per mole. The LUMO energy comes out at 0.24 eV. As for the highest occupied orbital energy: -8.554 eV. The calculation puts the strongest force on any atom at 0.060 Eh/bohr.

***

4.
A structure of composition C15H23CaN2O2PS in a non-equilibrium geometry, computed with wB97M-V/def2-TZVPD.

```
45
Properties=species:S:1:pos:R:3:nbo_charge:R:1
C -1.369 1.150 3.048 -0.600
C -0.331 0.002 2.685 -0.449
C 0.450 0.441 1.440 -0.053
C 0.349 -0.239 0.131 -0.401
P -0.741 -1.693 0.144 0.819
C -0.903 -2.612 -1.492 -0.917
C 0.217 -2.952 1.269 -0.668
C -0.687 -3.491 2.492 -0.719
C 1.077 0.292 -0.930 0.049
C 1.000 -0.300 -2.335 -0.455
C -0.317 0.203 -3.022 -0.382
C -0.332 1.771 -3.120 -0.451
C -1.182 2.422 -1.980 -0.054
O -0.485 3.523 -1.375 -0.716
C 1.909 1.439 -0.747 0.134
N 2.659 2.051 -1.681 -0.606
S 3.416 3.271 -0.947 1.041
N 2.846 3.164 0.593 -0.543
C 2.039 2.106 0.532 0.056
C 1.257 1.540 1.604 0.282
O 1.352 2.152 2.841 -0.672
H -2.403 0.776 3.069 0.224
H -1.293 1.955 2.298 0.200
H -1.089 1.587 4.018 0.236
H 0.346 -0.101 3.544 0.252
H -0.939 -0.900 2.530 0.186
H 0.050 -3.000 -1.912 0.230
H -1.480 -2.081 -2.262 0.328
H -1.532 -3.555 -1.289 0.086
H 1.182 -2.534 1.592 0.317
H 0.496 -3.863 0.641 -0.012
H -0.548 -4.598 2.694 0.190
H -1.749 -3.241 2.302 0.249
H -0.397 -2.892 3.368 0.326
H 1.827 0.153 -2.911 0.262
H 1.157 -1.385 -2.390 0.194
H -0.490 -0.281 -3.994 0.227
H -1.155 -0.036 -2.333 0.165
H -0.872 2.010 -4.051 0.231
H 0.681 2.190 -3.159 0.244
H -2.196 2.694 -2.312 0.190
H -1.317 1.677 -1.167 0.137
H -0.434 3.334 -0.431 0.465
H 0.667 2.840 2.841 0.493
Ca -0.737 -4.990 0.165 1.885
```

The LUMO energy comes out at -9.27 eV. As for the highest occupied orbital energy: -13.680 eV. The calculation puts the strongest force on any atom at 0.067 Eh/bohr. The net charge is +2.

***

5.
A structure of composition C43H55BFIN12NdS5 in a non-equilibrium geometry, computed with wB97M-V/def2-TZVPD.

```
119
Properties=species:S:1:pos:R:3:mulliken_spin:R:1
Nd -1.756 -3.204 -0.299 3.030
C -3.528 1.413 3.951 0.000
C -2.159 1.960 3.547 0.000
C -1.691 3.191 3.855 0.000
C -0.431 3.637 3.416 0.000
N 0.250 2.946 2.583 0.000
N -0.228 1.722 2.166 0.000
B 0.629 1.129 1.026 0.000
N -0.014 1.298 -0.365 0.000
N -1.251 1.875 -0.333 0.001
C -1.945 1.984 -1.399 0.000
C -1.516 1.470 -2.668 0.000
C -0.282 0.934 -2.747 0.000
C 0.302 0.371 -4.028 0.001
C 0.587 0.997 -1.578 0.000
S 2.165 0.519 -1.749 0.000
C -3.331 2.613 -1.271 0.000
C -3.515 3.253 0.112 0.000
C -4.345 1.513 -1.554 0.000
C -3.348 3.665 -2.359 0.000
N 2.172 1.551 1.134 0.000
N 2.854 2.586 0.875 0.000
C 4.168 2.493 1.012 0.000
C 4.784 1.340 1.563 0.000
C 3.977 0.230 1.717 0.000
C 4.460 -1.078 2.262 0.000
C 2.616 0.343 1.476 0.000
S 1.279 -0.692 1.503 0.001
C 5.009 3.717 0.571 0.000
C 6.128 3.241 -0.343 0.000
C 5.402 4.506 1.744 0.000
C 4.126 4.605 -0.313 0.000
C -1.401 1.165 2.586 0.000
S -1.975 -0.328 2.027 0.000
C 0.175 4.997 3.743 0.000
C -0.800 6.148 3.380 0.000
C 0.496 5.065 5.227 0.000
C 1.428 5.216 2.894 0.000
H -4.031 1.994 4.690 0.000
H -4.151 1.205 3.096 0.000
H -3.394 0.371 4.358 0.000
H -2.205 3.871 4.482 0.000
H -2.114 1.570 -3.575 0.000
H -0.504 0.420 -4.794 0.000
H 1.213 0.869 -4.370 0.000
H 0.499 -0.700 -3.827 0.000
H -3.573 2.383 0.908 0.000
H -2.770 4.007 0.392 0.000
H -4.435 3.801 0.116 0.000
H -4.261 0.702 -0.846 0.000
H -5.350 1.913 -1.346 0.000
H -4.307 1.035 -2.492 0.000
H -2.621 4.486 -2.194 0.000
H -3.184 3.240 -3.376 0.000
H -4.360 4.192 -2.387 0.000
H 5.883 1.261 1.712 0.000
H 5.506 -1.222 1.966 0.000
H 4.395 -1.076 3.368 0.000
H 3.830 -1.835 1.836 0.000
H 6.830 2.524 0.177 0.000
H 5.686 2.757 -1.215 0.000
H 6.727 4.070 -0.656 0.000
H 6.058 3.926 2.425 0.000
H 5.908 5.434 1.413 0.000
H 4.539 4.825 2.273 0.000
H 3.673 4.016 -1.104 0.000
H 3.378 5.139 0.288 0.000
H 4.721 5.321 -0.880 0.000
H -1.765 6.054 3.908 0.000
H -0.333 7.186 3.525 0.000
H -1.083 6.114 2.310 0.000
H -0.369 4.663 5.798 0.000
H 1.356 4.427 5.464 0.000
H 0.711 6.096 5.500 0.000
H 1.163 5.151 1.831 0.000
H 1.789 6.250 3.027 0.000
H 2.214 4.469 3.119 0.000
S -0.633 -4.154 2.129 -0.016
C -0.881 -5.768 1.535 0.003
S -1.833 -6.030 0.117 -0.010
C -0.233 -6.780 2.195 0.001
C -0.349 -8.144 1.747 0.000
N -0.292 -9.218 1.323 0.000
C 0.514 -6.588 3.375 0.000
N 1.105 -6.478 4.367 -0.001
I -4.740 -2.293 0.093 -0.006
C -3.863 -5.274 -2.313 -0.002
C -4.262 -5.709 -3.713 0.000
N -3.597 -4.916 -4.737 0.000
C -3.959 -3.497 -4.557 0.000
C -3.381 -3.029 -3.198 -0.003
N -2.804 -4.176 -2.421 0.002
C -1.707 -4.692 -3.203 0.000
C -2.162 -5.061 -4.606 0.000
H -3.373 -6.037 -1.728 0.000
H -4.686 -4.906 -1.777 -0.001
H -5.307 -5.650 -3.834 0.000
H -4.048 -6.787 -3.903 0.000
H -5.041 -3.429 -4.587 0.000
H -3.480 -2.925 -5.331 0.000
H -4.171 -2.652 -2.599 -0.001
H -2.550 -2.300 -3.296 0.001
H -1.266 -5.574 -2.728 -0.001
H -0.891 -3.974 -3.226 0.000
H -1.970 -6.117 -4.807 0.000
H -1.634 -4.593 -5.417 0.000
N 4.970 -1.621 -1.160 0.000
C 4.085 -2.354 -1.170 0.000
C 3.087 -3.418 -1.032 0.002
C 3.562 -4.696 -0.953 0.000
C 2.632 -5.708 -0.886 -0.001
C 1.277 -5.423 -0.867 0.000
N 0.818 -4.167 -0.858 -0.002
C 1.716 -3.151 -0.957 0.002
H 4.616 -4.883 -0.858 0.000
H 3.030 -6.740 -0.746 0.000
H 0.536 -6.232 -0.784 -0.001
H 1.299 -2.181 -1.069 -0.004
F -0.892 -1.975 -1.841 0.004
```

The LUMO energy (alpha / beta) comes out at 1.52 / 1.52 eV. As for the highest occupied orbital energy (alpha / beta): -5.065 / -5.070 eV. The calculation puts the strongest force on any atom at 0.063 Eh/bohr. As for the multiplicity: 4. The net charge is -1. The expectation value of S² is 3.75.

***

6.
The molecule C2H4N2O2, computed with wB97M-V/def2-TZVPD.

```
10
Properties=species:S:1:pos:R:3:nbo_charge:R:1
H 2.083 -0.185 -1.218 0.352
N 1.978 -0.127 -0.212 -0.762
C 0.779 -0.020 0.183 0.699
O 0.533 0.087 1.500 -0.678
N -0.388 0.000 -0.572 -0.657
C -1.692 0.098 -0.113 0.537
O -2.637 0.012 -0.860 -0.562
H 1.424 0.041 1.886 0.509
H -0.308 -0.168 -1.566 0.416
H -1.772 0.263 0.971 0.145
```

The energy above the lowest of the compared OMol25 structures with the same formula, charge and spin is 20.2 kcal per mole. The LUMO energy comes out at 0.63 eV. As for the highest occupied orbital energy: -10.215 eV. The calculation puts the strongest force on any atom at 0.009 Eh/bohr.

***

7.
A structure of composition C31H24FHgN6O10Se, computed with wB97M-V/def2-TZVPD.

```
74
Properties=species:S:1:pos:R:3:mulliken_spin:R:1
Hg 0.397 0.326 -2.801 0.003
C -6.512 0.535 1.201 0.000
C -5.673 -0.701 1.484 0.000
C -6.527 -1.960 1.475 0.000
C -5.687 -3.155 1.890 0.000
C -4.446 -3.247 1.043 0.000
C -3.790 -4.448 0.884 0.001
C -2.642 -4.522 0.106 -0.007
F -2.051 -5.731 -0.019 0.000
C -2.117 -3.432 -0.527 0.019
C -2.775 -2.203 -0.379 -0.005
C -2.179 -1.018 -1.032 0.015
O -1.136 -1.173 -1.676 -0.008
C -2.883 0.215 -0.834 0.001
C -4.019 0.206 -0.091 0.000
N -4.574 -0.869 0.513 0.001
C -3.936 -2.104 0.398 -0.002
C -2.370 1.603 -1.228 0.000
O -3.221 2.493 -1.350 0.000
O -1.111 1.720 -1.290 0.000
H -7.391 0.510 1.847 0.000
H -6.848 0.556 0.162 0.000
H -5.974 1.457 1.411 0.000
H -5.218 -0.594 2.474 0.000
H -6.936 -2.107 0.470 0.000
H -7.366 -1.823 2.160 0.000
H -6.254 -4.085 1.817 0.000
H -5.401 -3.035 2.941 0.000
H -4.162 -5.346 1.363 0.000
H -1.216 -3.497 -1.132 -0.005
H -4.509 1.158 0.041 0.000
O 1.682 -5.159 2.192 -0.008
N 2.140 -4.076 2.526 0.002
O 2.609 -3.868 3.641 0.008
C 2.134 -3.001 1.562 -0.045
C 2.634 -1.773 1.932 0.092
C 2.622 -0.746 1.001 0.002
C 2.016 -0.847 -0.301 0.022
O 1.749 0.181 -0.971 0.002
C 1.659 -2.217 -0.678 -0.105
C 1.662 -3.236 0.264 0.254
N 1.262 -2.543 -1.969 0.301
O 1.477 -1.709 -2.955 0.108
O 0.782 -3.687 -2.209 0.282
N 3.179 0.521 1.449 0.002
O 3.213 0.735 2.659 0.003
O 3.632 1.293 0.626 0.008
H 3.019 -1.602 2.923 0.005
H 1.319 -4.213 -0.035 0.042
N -0.522 0.281 1.285 -0.001
C -1.535 0.364 2.192 -0.003
C -2.327 1.524 2.278 0.000
C -3.317 1.629 3.238 0.000
C -3.563 0.597 4.140 0.000
C -2.799 -0.561 4.044 0.001
C -1.807 -0.685 3.086 -0.001
H -0.531 0.879 0.459 0.001
H -0.102 -0.623 1.142 -0.001
H -2.149 2.329 1.574 0.000
H -3.905 2.539 3.287 0.000
H -4.332 0.696 4.897 0.000
H -2.973 -1.385 4.728 0.000
H -1.218 -1.594 3.024 0.002
Se -0.026 1.690 -4.838 0.009
C 0.964 0.743 -6.159 0.001
C 1.088 1.323 -7.425 -0.001
C 1.794 0.661 -8.411 0.000
N 2.385 -0.524 -8.247 0.000
C 2.257 -1.069 -7.037 0.001
C 1.571 -0.497 -5.975 0.000
H 0.642 2.287 -7.636 0.000
H 1.894 1.113 -9.395 0.000
H 2.734 -2.034 -6.895 0.000
H 1.521 -1.027 -5.032 0.002
```

The energy above the lowest of the compared OMol25 structures with the same formula, charge and spin is 0.0 kcal per mole. The LUMO energy (alpha / beta) comes out at 3.74 / 3.74 eV. As for the highest occupied orbital energy (alpha / beta): -1.037 / -3.333 eV. The calculation puts the strongest force on any atom at 0.002 Eh/bohr. As for the multiplicity: 2. The net charge is -2. The expectation value of S² is 0.77.

***

8.
The molecule C3H5Cl2F in a non-equilibrium geometry, computed with wB97M-V/def2-TZVPD.

```
11
Properties=species:S:1:pos:R:3:nbo_charge:R:1
C 0.866 -0.772 -1.340 -0.644
C 0.573 -0.456 0.107 -0.223
Cl 0.238 -2.034 0.906 -0.077
C -0.614 0.558 0.162 0.196
F -1.445 0.325 -0.866 -0.324
Cl 0.039 2.227 0.118 -0.056
H 1.731 -1.482 -1.372 0.227
H 1.258 0.204 -1.711 0.224
H 0.038 -1.198 -1.957 0.244
H 1.414 -0.119 0.724 0.239
H -1.101 0.401 1.131 0.193
```

The energy above the lowest of the compared OMol25 structures with the same formula, charge and spin is 2.5 kcal per mole. The LUMO energy comes out at 0.86 eV. As for the highest occupied orbital energy: -10.918 eV. The calculation puts the strongest force on any atom at 0.044 Eh/bohr.